1.
A cluster of 12 separate species, C6H34O12 in total at a distorted geometry. Source: the Open Molecules 2025 dataset; level of theory: ωB97M-V with the def2-TZVPD basis set.

Computed properties:
SMILES string: CC[C@H](C)CC=O.O.O.O.O.O.O.O.O.O.O.O
Frontier orbital gap: 10.2476 eV
HOMO level: -9.94 eV
ΔE to the lowest compared entry with this formula, charge and spin: 5.117 eV
Total charge: 0

The geometry in XYZ format:
```
52
Properties=species:S:1:pos:R:3:forces:R:3
C -0.860 0.549 -1.463 -0.407 -0.867 2.491
H -0.937 1.923 0.307 -0.221 0.182 0.704
C -0.215 1.221 -0.054 1.336 -3.657 -2.624
H -2.290 -2.820 0.847 0.706 -0.621 2.058
O 4.072 0.834 -0.296 -1.563 0.511 0.590
H -2.229 -2.945 -1.597 0.908 0.125 1.341
H 4.929 0.609 -0.023 2.331 -0.739 -0.061
H 3.549 2.035 2.449 2.346 1.295 1.642
C -2.386 0.132 -1.218 3.533 -3.174 -1.912
H 2.186 2.193 1.989 1.069 -1.696 -0.108
H 3.508 -1.527 -0.780 0.139 -0.418 -0.058
H 1.619 1.961 -1.315 -0.566 -0.602 -2.634
O 1.048 3.386 2.942 -1.984 -3.104 1.932
H -1.295 0.664 3.182 1.185 -3.882 0.437
H 0.908 2.941 -0.260 0.446 1.733 0.789
H 0.363 -1.250 2.035 -0.178 -0.338 0.820
H -2.395 1.594 3.252 -2.825 0.325 0.501
O 0.884 -1.824 0.146 -1.510 -0.158 0.576
H 0.483 2.616 3.402 2.113 1.614 -1.506
H 3.745 1.132 0.602 -0.435 -0.252 -0.860
H -2.919 0.949 -1.014 -2.279 3.396 0.767
H 2.768 -2.134 -1.998 0.870 -0.691 2.872
O -3.159 -0.511 1.425 1.553 -0.705 1.433
H 1.559 -0.591 -3.625 -3.401 -0.609 -3.825
C -2.945 -0.540 -2.515 0.964 -3.208 3.770
H -2.296 -3.927 1.937 0.106 0.198 0.086
H -1.425 2.310 -2.273 0.978 -0.722 -1.640
H -2.356 -0.495 -0.320 -0.530 -0.148 -1.357
O 2.937 1.495 2.032 -3.184 0.589 -0.786
H -2.180 -0.616 1.305 -0.891 0.632 -0.053
C 1.135 1.925 -0.389 1.038 -0.936 1.686
H 2.260 0.176 -2.814 1.096 0.213 1.284
H -0.362 -0.421 -1.538 0.386 0.206 -0.414
C -0.758 1.447 -2.648 0.058 0.787 -1.023
H -3.144 -1.055 2.241 -0.848 0.124 -0.365
H 0.018 0.280 0.626 -1.005 2.260 -1.095
O 2.144 -0.767 -2.972 2.182 0.612 2.251
O -2.979 -1.770 -2.670 0.058 2.293 -0.452
H -0.568 -2.379 2.552 0.893 2.611 0.949
H 0.296 1.791 -2.823 -1.089 0.017 0.262
O -0.110 -1.489 2.869 -0.717 -1.786 -1.619
H 2.147 1.602 0.049 -2.611 0.544 0.562
H 1.685 -1.444 -0.238 0.011 -0.775 -0.129
H 0.313 3.982 3.030 -0.265 1.347 -0.497
O 3.064 -2.364 -1.019 0.090 1.056 -2.884
O -2.086 -2.985 1.857 -0.912 -0.359 -1.946
H 0.942 -2.796 0.074 0.570 0.812 -0.039
O -1.505 1.534 3.052 1.974 3.519 -0.842
H -1.032 -2.511 -0.693 1.605 1.522 -0.107
H -3.386 0.089 -3.211 -0.815 1.366 -1.799
O -1.693 -3.160 -0.769 -2.276 -1.487 -1.089
H -1.052 0.951 -3.666 -0.031 1.046 1.923
```
Forces are in eV/Å.

=====

2.
A cluster of 12 separate species, C6H35NO11 in total at a distorted geometry. Source: the Open Molecules 2025 dataset; level of theory: ωB97M-V with the def2-TZVPD basis set.

Computed properties:
SMILES string: C=C(CC)CCN.O.O.O.O.O.O.O.O.O.O.O
Frontier orbital gap: 9.3312 eV
HOMO level: -9.46 eV
ΔE to the lowest compared entry with this formula, charge and spin: 2.705 eV
Total charge: 0

The geometry in XYZ format:
```
53
Properties=species:S:1:pos:R:3:forces:R:3
H -0.876 3.085 -1.357 0.083 -0.210 -0.242
H -0.628 -1.486 -4.425 0.017 0.372 -0.411
O 1.728 1.587 -0.500 0.171 -0.173 0.348
O 3.480 3.223 -1.483 0.248 0.231 0.125
H 2.398 -3.790 1.524 0.456 -0.157 -0.446
O -1.802 -0.397 2.632 -0.166 -0.445 0.270
H -3.806 1.514 -1.715 0.028 0.120 0.165
H -2.467 -0.944 2.177 0.282 0.058 -0.297
N -0.104 -0.765 -1.660 -0.607 0.394 1.779
C 2.808 -2.782 1.628 -1.181 0.213 -0.090
C 2.586 -1.972 0.363 0.088 -0.481 1.304
C 3.427 -0.981 0.082 -0.921 0.230 -0.432
H 1.182 1.705 -1.282 -0.101 0.096 0.082
O -2.513 3.225 1.120 0.035 0.094 0.044
H 0.334 -2.197 -3.621 0.433 -0.234 -0.163
H -4.710 -1.080 0.907 -0.049 0.102 -0.307
O -3.787 -1.316 0.791 0.410 -0.383 0.353
C 0.063 -1.567 -0.425 0.690 0.128 0.010
H 3.241 -0.313 -0.750 0.172 -0.093 -0.139
H -2.521 -1.551 -2.798 0.187 -0.046 -0.085
O 2.984 1.537 2.175 -0.104 0.153 -0.079
O -3.375 0.705 -1.427 -0.072 -0.387 0.096
H -1.443 2.780 0.020 0.130 -0.519 -0.276
H 2.321 2.105 1.766 -0.030 0.024 0.098
H -1.982 1.539 3.939 0.090 0.119 0.011
O -2.652 1.936 3.373 -0.232 0.424 0.471
O -2.587 -1.007 -3.590 -0.171 -0.155 -0.198
O 0.310 -1.741 -4.471 -0.559 -0.173 0.475
H 0.668 -0.768 -2.309 0.279 0.125 0.270
H -2.805 4.139 1.086 -0.020 0.002 0.316
H 3.645 2.328 -1.174 0.090 -0.142 -0.285
H 1.299 0.896 0.015 0.009 -0.028 -0.048
H 3.587 1.381 1.441 0.078 -0.114 0.060
O -1.009 2.336 -0.765 -0.208 0.447 0.184
H 0.867 -2.180 2.424 -0.056 0.180 0.004
H 1.115 -3.422 -0.175 0.216 -0.073 -0.135
H -0.263 0.162 -1.281 -0.163 0.351 -1.050
H 4.198 -0.697 0.776 0.374 -0.227 0.051
H -2.853 -0.160 -3.210 0.118 0.014 0.036
H 0.109 -0.996 0.519 0.035 0.611 -0.434
H -1.048 -0.297 2.048 -0.050 -0.124 -0.166
C 1.366 -2.393 -0.433 0.232 -0.246 -0.760
H -3.532 -1.123 -0.119 -0.424 0.298 -0.005
H 3.864 -2.859 1.876 -0.047 0.187 0.265
H 2.271 -1.221 3.065 -0.316 0.186 -0.229
H 1.794 -2.363 -1.437 -0.588 -0.441 -0.404
H 2.840 3.498 -0.820 -0.066 0.249 -0.102
H 1.991 -2.852 3.607 -0.249 0.042 0.037
H -2.393 2.926 2.057 -0.266 0.188 -0.185
H -2.614 0.981 -0.895 0.011 0.409 -0.331
H -2.992 1.152 2.927 0.121 -0.057 -0.127
H -0.876 -2.111 -0.295 0.398 -0.777 -0.034
C 1.908 -2.196 2.737 1.164 -0.364 0.608
```
Forces are in eV/Å.

=====

3.
A cluster of 18 separate species, C6H36O21 in total at a distorted geometry. Source: the Open Molecules 2025 dataset; level of theory: ωB97M-V with the def2-TZVPD basis set.

Computed properties:
Frontier orbital gap: 7.3826 eV
HOMO level: -3.39 eV
ΔE to the lowest compared entry with this formula, charge and spin: 0.000 eV
Total charge: -2

The geometry in XYZ format:
```
63
Properties=species:S:1:pos:R:3:forces:R:3
H 0.428 2.566 -2.857 0.232 0.277 -0.131
H 0.004 2.431 2.527 0.032 0.227 0.066
C 0.508 -0.995 1.401 1.096 2.215 -0.170
H 2.799 2.674 -1.813 0.063 0.057 0.180
H -1.692 -4.185 -1.964 0.057 0.004 -0.063
H -4.383 1.465 -2.507 0.020 -0.201 0.045
H 0.885 -1.667 2.157 -0.176 -0.270 -0.029
O 1.599 -3.442 -0.414 0.131 0.018 0.271
O 0.866 2.528 0.478 0.422 0.845 0.075
O -1.845 -0.788 -1.406 -0.183 -0.532 0.497
O -4.341 -0.548 0.110 -0.037 0.132 0.130
C -0.506 0.861 -0.590 2.200 1.482 1.852
O 0.982 -4.644 2.525 -0.017 -0.145 0.117
C -0.521 -1.331 0.552 -1.009 -2.998 1.649
H 1.229 4.814 0.923 -0.074 -0.090 0.050
O 0.534 5.405 1.243 -0.077 0.069 0.116
H -1.633 3.615 -3.290 -0.355 0.086 0.179
H 0.857 -3.909 1.912 0.014 -0.047 -0.052
O -0.247 3.050 3.222 -0.082 0.104 0.223
H 3.858 1.269 1.102 0.096 -0.161 -0.100
H -2.988 0.844 -2.456 0.064 -0.224 0.085
H 4.945 0.202 1.028 -0.192 -0.054 -0.002
O -3.847 -3.234 1.173 -0.053 -0.073 0.051
H -1.211 -4.307 -0.519 -0.012 0.144 -0.146
H -4.204 -1.231 0.786 -0.159 0.057 -0.329
O 0.423 -1.350 -3.262 -0.192 0.147 -0.096
H -2.477 -2.198 -2.734 -0.071 0.042 0.277
C 1.134 0.274 1.319 -0.456 -0.495 0.054
O 2.213 3.426 -1.675 -0.468 -0.234 -0.198
H 0.662 -3.330 -0.173 0.258 0.022 -0.251
O 3.305 3.319 2.860 0.007 0.083 0.062
H 2.855 -1.217 4.887 -0.024 -0.080 -0.161
H 1.575 3.121 -0.992 0.515 0.230 -0.054
H -0.442 -1.182 -2.846 0.180 -0.039 0.159
O 2.162 0.554 1.980 -0.224 0.533 0.066
H 0.092 -4.870 2.811 -0.022 0.138 -0.059
O -2.476 4.016 -3.000 -0.128 0.069 0.081
H 2.681 2.609 2.651 -0.023 -0.104 -0.089
C 0.501 1.372 0.372 -1.559 -2.744 -0.829
H 0.407 -0.840 -4.078 0.020 -0.040 0.009
H -0.243 5.159 0.729 0.120 -0.065 -0.078
O -0.086 2.743 -3.659 0.124 -0.291 -0.129
H 3.036 -1.113 2.027 0.242 -0.147 -0.024
C -1.029 -0.398 -0.489 -0.270 0.579 -2.312
H -3.090 -2.524 -4.096 0.024 -0.028 0.012
O -1.192 -4.762 -1.372 -0.204 -0.149 0.171
O -3.579 1.361 -3.028 -0.089 -0.007 0.114
O -2.828 -2.931 -3.267 0.035 0.114 0.028
H -4.198 -3.893 0.567 -0.003 0.090 -0.068
H -3.013 -2.948 0.765 0.413 -0.063 0.117
H 2.829 3.875 3.484 -0.095 -0.063 -0.032
H 1.928 -2.543 -0.527 -0.218 0.013 -0.119
H 3.312 -2.460 1.328 -0.065 -0.019 0.204
H -3.045 3.257 -2.785 0.447 0.149 -0.289
H -0.156 3.921 2.812 0.136 -0.123 -0.151
O 3.618 -1.899 2.053 0.057 0.159 -0.175
H -0.268 1.874 -4.033 -0.052 0.039 0.082
O -1.024 -2.507 0.702 -0.140 1.128 -1.063
H -3.557 -0.613 -0.458 0.039 -0.142 0.036
H -0.756 1.515 -1.411 -0.427 0.065 0.062
O 4.630 0.995 0.581 0.118 0.137 -0.039
O 1.976 -0.853 4.743 0.009 0.105 0.127
H 2.044 -0.400 3.889 -0.015 0.071 -0.009
```
Forces are in eV/Å.

=====

4.
A cluster of 11 separate species, C6H37N2O10 in total at a distorted geometry. Source: the Open Molecules 2025 dataset; level of theory: ωB97M-V with the def2-TZVPD basis set.

Computed properties:
Frontier orbital gap: 9.4690 eV
HOMO level: -11.89 eV
ΔE to the lowest compared entry with this formula, charge and spin: 3.604 eV
Total charge: +1

The geometry in XYZ format:
```
55
Properties=species:S:1:pos:R:3:forces:R:3
H 1.383 0.527 2.736 -0.140 -2.341 -0.523
H -3.777 0.472 -0.799 2.002 0.997 -0.064
H 3.467 -0.785 4.473 0.107 0.770 0.922
H -3.732 -1.442 -1.997 0.772 0.492 -0.760
C -2.863 -1.655 -1.359 -1.502 -2.529 -0.339
C 0.413 -1.358 -0.433 1.885 -1.381 -1.749
O -1.255 -1.918 -4.094 0.987 1.728 -1.261
H 4.076 -1.048 1.162 -2.266 -1.738 -2.309
O -0.819 -1.842 3.032 -0.030 -1.339 1.311
H -0.910 -2.510 3.770 0.264 1.010 -1.239
O 1.500 0.124 -3.946 -0.888 -1.610 -0.445
H -0.245 2.878 -2.992 -0.921 0.693 -0.357
H -2.294 1.112 0.099 -0.749 -0.082 -1.198
H -2.024 2.679 -1.764 0.185 0.555 -0.030
H 1.161 1.514 0.126 -1.066 -0.489 -0.178
H 0.775 -0.933 2.766 -3.374 -2.074 1.413
H 0.865 0.291 -1.883 0.549 -0.531 0.840
H -1.070 -1.220 -4.783 -0.065 -0.936 1.103
O 0.444 2.369 -2.597 1.100 -0.304 -0.765
H 0.922 2.038 -3.388 -0.128 -0.141 0.900
N -0.879 -0.730 -0.109 1.274 -0.727 -0.658
H -3.518 1.955 -2.516 1.908 0.174 1.048
O 1.462 -0.485 2.380 3.082 4.345 -0.665
H 0.261 2.368 2.759 0.370 0.977 -0.222
C -2.461 1.742 -2.037 -3.545 0.938 -2.198
O 4.662 -0.673 1.736 2.878 2.711 0.192
O 3.435 -1.490 3.850 -0.127 -1.118 -0.288
H -1.406 -0.398 -2.130 1.220 -0.187 -1.116
H 0.369 -2.306 -1.123 -0.218 1.776 0.748
H -4.134 0.880 3.302 0.015 0.688 0.438
O -0.178 2.699 0.032 2.327 1.864 0.954
H 1.757 0.188 0.994 0.299 0.358 -1.389
H -2.077 -2.242 -4.438 -0.869 -0.712 -0.012
H -2.451 -2.626 -1.714 -0.118 0.585 0.301
H 4.520 -1.076 2.573 -0.270 -0.753 1.453
H -4.774 -0.378 2.812 0.186 -0.034 -0.164
O 1.083 1.974 3.046 1.028 -1.057 0.555
H -1.993 1.289 -2.899 0.714 -0.023 -0.022
H -0.891 2.140 0.181 -2.166 -1.696 0.138
C -2.658 0.796 -0.927 -0.885 -3.031 2.078
N 1.778 0.691 0.026 -1.820 -0.884 0.608
H 2.587 1.180 -0.198 2.561 0.378 -0.199
H 1.914 2.477 3.103 -1.200 0.556 -0.250
H 2.738 -1.222 3.220 0.046 0.019 0.290
H 0.915 -1.804 0.477 -0.797 0.866 -0.787
H -3.504 -1.866 -0.498 0.788 0.004 0.850
H 1.816 0.378 -4.817 0.092 -0.315 -0.235
H -1.643 -1.356 3.070 -0.430 0.355 -0.044
C -1.865 -0.585 -1.207 -1.077 2.498 2.043
H 1.052 -0.778 -4.050 0.979 1.812 0.110
C 1.417 -0.288 -1.107 -0.976 0.343 1.055
H 2.421 -0.569 -1.525 -1.302 -0.518 0.417
H -0.067 2.815 -0.907 0.058 -0.079 -0.686
O -3.972 0.153 2.713 -0.073 -0.735 -0.261
H -1.240 -1.353 0.583 -0.674 -0.129 0.644
```
Forces are in eV/Å.

=====

5.
A cluster of 12 separate species, C6H37NO12 in total at a distorted geometry. Source: the Open Molecules 2025 dataset; level of theory: ωB97M-V with the def2-TZVPD basis set.

Computed properties:
SMILES string: CCN(C)CCCO.O.O.O.O.O.O.O.O.O.O.O
Frontier orbital gap: 9.5603 eV
HOMO level: -9.53 eV
ΔE to the lowest compared entry with this formula, charge and spin: 5.085 eV
Total charge: 0

The geometry in XYZ format:
```
56
Properties=species:S:1:pos:R:3:forces:R:3
C 0.884 2.278 2.420 2.666 -0.301 1.454
O -1.619 -1.454 3.326 -1.210 -0.251 0.283
H 1.713 0.027 -3.135 -0.404 -0.534 -1.876
O 2.900 -3.235 0.425 -0.030 0.191 -0.789
H -0.908 1.575 3.360 0.230 0.221 -1.947
H -1.978 -3.467 1.625 3.933 -1.786 2.312
O 3.375 1.846 0.500 1.216 3.365 -2.678
C -2.803 -0.488 0.344 -1.003 0.493 2.458
H 0.829 1.197 0.146 -1.363 0.715 -0.592
H -0.714 1.949 -0.643 0.229 -0.810 0.626
N -0.839 0.791 1.316 -1.716 1.660 -1.041
H 1.790 -0.866 1.554 1.411 -0.200 -0.361
O -0.677 1.061 -4.169 -4.277 -1.816 0.704
H 2.017 -2.968 0.705 -0.466 -0.173 0.228
H 0.938 -0.110 -4.562 -1.322 1.057 -1.040
H 0.492 3.109 -2.245 0.453 -0.447 -0.182
C -0.559 1.878 2.289 -0.705 0.040 1.395
H 4.142 1.962 1.027 0.886 -0.068 0.836
H -1.150 2.758 1.992 -0.015 0.015 0.255
H 2.797 -3.151 -0.544 0.199 -0.092 0.396
H -2.659 1.687 0.619 -0.229 2.040 -1.446
H -2.904 0.858 2.022 0.604 -0.309 -0.100
C -2.469 -0.755 -1.110 -0.159 -1.676 -0.294
H -1.480 1.617 -4.040 1.018 -0.525 -0.260
O 2.204 0.831 -1.742 -0.852 0.231 -1.212
H 1.249 2.509 3.507 -1.196 0.041 -1.818
H -0.249 0.111 -0.503 -0.401 0.454 -0.910
H -3.909 -0.463 0.403 0.337 0.045 0.101
H -2.433 -3.318 0.172 -0.654 0.803 3.149
H 1.271 3.075 1.755 -0.586 -0.339 0.378
H 0.936 -1.361 -2.652 -0.146 1.289 -1.992
H -2.536 -1.311 1.111 -0.407 1.161 -2.208
O 2.755 -0.653 1.396 -0.205 -1.743 -0.433
H -0.274 -2.131 2.175 0.399 -0.478 0.367
H 2.871 1.181 0.851 -1.533 -3.030 1.769
H -2.144 0.177 -1.577 0.185 -0.291 -0.373
O -2.687 -3.159 1.184 -3.389 0.031 -5.271
O 0.426 3.632 -1.453 0.785 0.791 1.172
H -2.545 -1.688 3.126 0.439 -0.658 0.302
H 1.565 1.420 2.229 -0.663 0.234 -0.033
H -0.636 -1.538 -0.959 -1.997 -1.515 -1.078
H -0.631 -1.396 1.033 1.164 -0.774 -0.292
H -3.262 -1.235 -1.710 -0.594 1.141 0.565
O 0.931 -2.092 -2.085 0.360 -2.432 2.836
C -2.326 0.817 1.072 0.315 -2.879 1.102
H 3.220 -1.534 1.086 -1.545 1.999 0.721
H 0.031 1.605 -4.275 2.956 2.770 -0.460
H 2.956 1.341 -2.013 0.696 0.664 -0.237
H -1.675 -0.547 3.033 0.777 0.864 -0.114
H 0.353 -2.751 -2.476 -0.087 0.113 -0.091
O -1.570 -1.870 -1.246 2.672 1.739 0.858
H 2.555 0.351 -1.012 0.305 -0.933 1.227
H 1.228 3.473 -0.888 -1.054 -0.095 -1.107
O 0.016 -2.128 1.248 -0.711 1.169 0.169
C -0.281 1.104 -0.063 2.332 -1.180 2.429
O 1.477 -0.550 -3.953 2.354 -0.002 2.146
```
Forces are in eV/Å.